Record 1
Formula: C8H22BClNbOS
Source: OMol25
Level of theory: ωB97M-V with the def2-TZVPD basis set

The geometry in XYZ format:
```
35
Properties=species:S:1:pos:R:3:forces:R:3
C 3.31398 1.62926 1.00469 0.2130 0.3005 0.2427
C 2.47980 2.92269 1.01842 -0.0236 -0.4002 -0.1192
C 1.00433 2.71145 1.35289 0.3004 0.0433 -0.5192
C 0.37253 1.61747 0.49759 -0.2458 0.1317 -0.0807
C -1.14607 1.75660 0.39996 0.1166 -0.1512 0.6847
C -1.91775 0.44811 0.26217 -0.4710 0.2666 -0.2980
C -2.02738 -0.11029 -1.16858 0.8624 -0.3698 0.4575
Nb -0.55740 -1.59908 -1.92915 0.8690 1.0558 -0.3406
S -2.52099 -2.79689 -3.03262 -0.7622 0.1539 0.2255
Cl 1.11498 -3.25193 -2.68424 -0.2968 0.3576 0.4996
B -0.90639 -3.11684 -0.17173 -0.5137 -0.8544 -0.1388
C -0.13225 -2.89640 1.19432 0.5805 0.2997 -0.3628
O -1.69981 -4.23557 -0.19017 -0.3936 0.2586 0.9773
H 3.68017 1.40832 0.00828 -0.0616 -0.2047 -0.1447
H 4.18992 1.73526 1.64112 0.1337 -0.0232 0.0771
H 2.76054 0.77178 1.37123 -0.1095 -0.1410 -0.0380
H 2.93105 3.63279 1.70808 -0.0371 0.2080 0.0368
H 2.51352 3.35606 0.02048 0.1017 0.2140 -0.0754
H 0.89680 2.48655 2.41345 -0.2258 0.0467 0.1437
H 0.48491 3.64002 1.11241 -0.1300 0.1952 0.3409
H 0.80646 1.65006 -0.49934 0.1469 -0.1725 -0.0956
H 0.58839 0.63887 0.91774 0.1657 -0.1637 -0.0801
H -1.46838 2.19990 1.34683 -0.1068 0.1567 0.0692
H -1.42772 2.46222 -0.38138 -0.0326 0.0572 -0.1373
H -1.50244 -0.26630 0.97331 0.0679 -0.1515 0.0123
H -2.93318 0.65379 0.60925 -0.1285 -0.0275 0.1401
H -1.95679 0.72856 -1.86710 0.0796 0.0371 -0.2556
H -3.01488 -0.54152 -1.32807 -0.1117 -0.1696 -0.0405
H -0.39584 -0.77965 -3.59178 -0.2740 -0.6370 -0.2878
H 0.83153 -0.70367 -1.17763 -0.0811 0.2635 0.0339
H -1.92364 -3.66835 -3.83855 0.2907 -0.0654 -0.1470
H 0.23609 -3.83321 1.61115 -0.0398 -0.1585 0.0596
H -0.83704 -2.45410 1.89982 -0.1920 -0.0338 0.0889
H 0.69841 -2.19799 1.10584 0.1557 0.0503 0.0800
H -2.53544 -3.99799 -0.60870 0.1533 -0.3723 -1.0083
```
Forces are in eV/Å.

Properties
Charge: -1
Gap between HOMO and LUMO (eV): 6.35
Multiplicity: 1

=====

Record 2
Formula: C8H22CuN2O6S
Source: OMol25
Level of theory: ωB97M-V with the def2-TZVPD basis set

The geometry in XYZ format:
```
40
Properties=species:S:1:pos:R:3:forces:R:3
Cu -13.76256 6.42120 23.83782 0.2125 -0.6550 -0.8649
S -12.60894 4.53702 21.96530 3.9678 -1.8535 -2.6396
O -11.74989 5.12236 20.92057 -0.8188 1.1653 -0.5412
O -13.98196 5.01831 21.95567 -2.9213 0.7403 -0.2154
O -12.40122 3.09188 21.85475 -1.5780 -0.9405 0.2232
O -12.06931 4.94601 23.25333 0.2850 2.1339 4.2799
C -12.69518 10.81048 24.78957 0.2846 0.1972 0.3755
C -13.51018 9.53312 25.00713 1.7480 0.0203 0.9368
C -14.76032 9.74036 25.89046 1.5612 0.0856 -0.3754
O -14.47023 10.29107 27.17261 0.7272 0.0257 0.2524
C -13.91852 9.45873 28.22219 -1.0396 0.4471 -0.7500
N -13.75587 8.84180 23.73846 -1.0906 -0.7838 0.4964
H -11.72883 10.51961 24.37768 -0.2186 0.1104 -0.8549
H -12.34008 11.36035 25.66115 -0.6236 -0.2654 0.6382
H -13.25571 11.54309 24.20890 0.2124 -0.0711 -0.4825
H -12.86251 8.88478 25.59729 0.1422 -0.3122 -0.0353
H -15.22241 8.75893 25.99711 -0.7666 0.1897 -0.2716
H -15.23548 10.56323 25.35641 -1.2189 -0.3824 0.2724
H -14.66920 8.70978 28.47448 0.1331 -0.3582 0.0378
H -13.81114 10.11482 29.08597 0.0821 0.0404 -0.1323
H -12.95866 8.98932 28.00676 -0.0044 0.0403 -0.3001
H -12.99450 8.80148 23.07605 0.4281 0.2378 0.2835
H -14.53803 9.25216 23.24864 -0.1922 -0.0343 -0.1081
C -17.90775 4.61763 25.05947 -1.5388 -1.3250 1.3920
C -16.65129 5.36153 25.38419 0.0865 -0.0440 -0.0619
C -15.62835 4.65392 26.30490 0.2448 0.7406 -0.8978
O -14.55126 5.59630 26.51387 -1.6166 -0.1934 0.3603
C -13.50401 5.03690 27.24467 0.9803 -0.6662 -0.2905
N -16.08040 5.73951 24.07197 0.8842 -0.0013 1.1641
H -17.81779 3.56798 24.77975 0.5428 0.1498 -0.9006
H -18.53283 5.19839 24.38117 0.2024 -0.2451 -0.3301
H -18.56474 4.46303 25.91536 -0.0411 0.4153 0.6169
H -17.00017 6.22077 25.95698 0.4250 0.5352 -0.1838
H -15.23931 3.71490 25.91121 0.2435 0.0177 -0.6929
H -16.10649 4.31650 27.22448 -0.1321 0.5534 0.4934
H -13.79450 4.46298 28.12463 -0.4924 0.0280 0.1892
H -12.80219 5.79962 27.58202 -0.1809 0.2230 -0.2167
H -12.97593 4.35553 26.57761 0.3707 -0.1544 0.0488
H -15.79678 4.84905 23.68893 0.6077 -0.1696 -0.7259
H -16.85130 6.01528 23.48055 0.1023 0.3586 -0.1896
```
Forces are in eV/Å.

Properties
Charge: -1
Relative energy (zero: lowest compared OMol25 entry of this formula, charge and spin) (kcal per mole): 3.4
Gap between HOMO and LUMO (eV): 5.42
Multiplicity: 1

=====

Record 3
Formula: C8H22FN2O2Pd
Source: OMol25
Level of theory: ωB97M-V with the def2-TZVPD basis set

The geometry in XYZ format:
```
36
Properties=species:S:1:pos:R:3:forces:R:3
Pd -2.29978 -3.39884 1.94768 0.0502 0.1606 0.0002
F -1.64766 -1.63716 1.22857 -0.1564 -0.1755 -0.2780
C -3.22635 -1.32451 -2.29922 -0.2850 0.3198 0.6136
C -1.72338 -1.01177 -2.30615 0.8267 -0.1886 -1.5291
C -1.24020 -0.36756 -3.59249 -0.1756 0.2664 -0.2346
O 0.11915 -0.12713 -3.40551 0.3525 0.0833 0.2387
C 0.79376 0.32445 -4.57197 -0.5579 -0.3725 -0.1225
N -1.35317 -0.20231 -1.16767 -1.7590 -0.8969 0.6913
H -3.85541 -0.49516 -2.62684 0.2380 0.1667 0.0062
H -3.51368 -1.55923 -1.27120 -0.1867 -0.2123 -0.1512
H -3.45016 -2.16908 -2.94620 0.1993 -0.1087 0.0273
H -1.17873 -1.95825 -2.29438 0.0454 0.0455 0.6704
H -1.76989 0.57321 -3.81759 -0.0733 -0.0804 0.0801
H -1.41714 -1.05833 -4.42914 -0.0791 0.0365 0.0489
H 0.16542 1.04249 -5.10752 0.2225 0.1963 0.0320
H 0.96550 -0.52792 -5.23697 0.1643 0.0813 -0.0312
H 1.73056 0.76278 -4.25238 0.0705 0.0732 -0.0692
H -1.53947 -0.73787 -0.30086 0.6707 0.2009 0.3633
H -1.84179 0.69338 -1.12638 0.7014 0.3334 -0.1508
C -0.31041 0.88477 2.66636 -0.7522 -0.3603 0.4476
C 0.95729 0.81769 1.84281 -0.2284 0.5220 -0.3291
C 2.18291 0.61224 2.71592 0.4229 -0.2205 -0.8318
O 2.34135 1.74056 3.51013 0.0966 -0.0241 0.3674
C 3.38670 1.61713 4.45518 0.0737 0.4309 0.3476
N 0.87632 -0.22163 0.78206 -0.7910 -1.1375 1.4789
H -1.22559 0.82565 2.07119 0.1730 0.1035 -0.2458
H -0.38644 1.79612 3.25678 0.2801 0.0409 -0.0478
H -0.38846 0.04327 3.36544 0.1829 0.0142 -0.0460
H 1.05245 1.79503 1.36037 0.2900 -0.0741 -0.0995
H 3.04815 0.47424 2.04371 0.0550 0.0563 0.1234
H 2.10410 -0.31452 3.30605 -0.1977 0.0834 0.1263
H 3.31724 2.49252 5.09995 -0.0022 -0.0546 0.0008
H 4.38511 1.62600 4.00510 -0.1225 -0.1288 -0.2321
H 3.28499 0.72459 5.08113 -0.0978 -0.0627 -0.1238
H 0.06987 -0.79765 1.05187 -0.2150 0.3581 -0.4568
H 1.58685 -0.93720 0.96219 0.5642 0.5244 -0.6845
```
Forces are in eV/Å.

Properties
Charge: +1
Relative energy (zero: lowest compared OMol25 entry of this formula, charge and spin) (kcal per mole): 0.0
Gap between HOMO and LUMO (spin up / spin down) (eV): 7.75 / 5.33
Expectation value of S²: 2.007
Multiplicity: 3

=====

Record 4
Formula: C8H22NSi
Source: OMol25
Level of theory: ωB97M-V with the def2-TZVPD basis set

The geometry in XYZ format:
```
32
Properties=species:S:1:pos:R:3:forces:R:3
C -5.18868 0.34893 0.45313 -1.8592 0.8876 -0.9096
C 4.75445 -0.50547 0.58792 2.9296 1.5568 0.8969
C 3.39101 1.43258 -0.32458 0.3684 -0.2461 -1.4771
C 0.33111 0.15662 -1.66500 1.1412 -3.3800 1.7203
C -3.69411 0.65087 0.70337 -0.2494 0.3694 0.2972
C -2.66247 -0.08103 -0.16246 -2.0193 1.2319 -1.6182
C -1.25661 0.41901 0.06408 -2.2133 0.7600 -0.3650
C 3.43147 -0.00468 0.15811 -2.5143 -0.7712 2.0779
N -0.33997 -0.39170 -0.71409 2.3328 1.2207 -0.4908
Si 0.11470 -2.07877 0.01255 1.3315 0.1652 -1.0569
H -5.46028 0.18716 -0.65151 0.8139 0.1043 1.3889
H -5.85999 1.30957 0.69033 1.5267 -2.2621 -0.0489
H -5.57832 -0.53661 0.98960 0.1688 0.5787 -0.1502
H 4.77605 -1.56961 0.89482 0.0591 0.7245 -0.1113
H 5.56061 -0.29715 -0.21313 -1.2957 -0.6528 1.0172
H 5.10847 0.20164 1.45915 -0.5054 -1.6619 -1.3150
H 2.35696 1.60964 -0.50818 -1.1456 0.8322 0.3423
H 3.77609 1.62406 -1.40452 0.3366 -0.3239 2.1302
H 3.77826 2.08394 0.49911 -0.2000 -0.2344 -1.2020
H 2.91715 -0.77928 -0.41378 0.2373 0.2735 -1.1909
H 1.24367 -0.36678 -1.98300 -0.6528 0.1503 -0.5186
H 0.09767 1.08532 -2.01106 -0.6497 2.5820 -0.8983
H -3.71744 1.74470 0.61393 1.0570 -0.1623 0.0340
H -3.32205 0.34754 1.70827 -0.9527 0.6797 -0.1047
H -2.82772 -1.07500 0.09676 0.3958 -2.0702 0.7765
H -2.98888 -0.14443 -1.23917 0.6774 0.8214 0.6305
H -1.27449 1.54793 0.02364 0.7541 -1.1054 -1.1218
H -0.99127 0.28571 1.07204 0.3897 -0.5611 1.5852
H 2.66385 -0.07836 1.07057 1.6904 0.5037 -1.1800
H 1.22677 -2.71241 -0.82225 -0.9395 0.5613 0.1340
H -1.19952 -2.62511 -0.26031 -0.1660 -0.5665 0.6131
H 0.83349 -1.78886 1.27565 -0.8474 -0.0053 0.1153
```
Forces are in eV/Å.

Properties
Charge: +1
Relative energy (zero: lowest compared OMol25 entry of this formula, charge and spin) (kcal per mole): 36.8
Gap between HOMO and LUMO (eV): 9.12
Multiplicity: 1

=====

Record 5
Formula: C8H23BBr2NO5V
Source: OMol25
Level of theory: ωB97M-V with the def2-TZVPD basis set

The geometry in XYZ format:
```
41
Properties=species:S:1:pos:R:3:forces:R:3
O 1.34232 0.25169 0.65518 -1.2794 -0.2074 0.1874
V -0.19944 -0.26937 0.70701 3.3039 -0.8767 -1.4153
O -0.24462 -1.46468 1.71296 -0.2753 -0.9730 0.2114
O 0.16935 -1.52762 -1.09680 -1.9758 1.2534 1.8554
C 0.75949 -2.79081 -0.91199 1.0873 0.1418 -0.4816
C 0.42345 -3.94960 -1.91617 -1.0689 0.8806 -1.9340
O 0.27375 -3.60192 -3.24678 0.2088 -0.0486 0.7315
H 0.65930 -3.18174 0.11155 -0.2713 0.0210 0.1421
H 1.83910 -2.60894 -1.04849 0.3245 -0.1390 0.0496
H -0.50693 -4.45473 -1.56550 -0.3137 -0.0618 0.4597
H 1.20103 -4.73874 -1.85996 0.4503 0.0081 0.8207
B -0.80096 1.31199 2.87501 -0.2382 0.5425 -0.2287
H -0.09048 0.43216 2.67129 1.2572 -0.8982 0.1110
H -0.22340 2.32049 2.85206 0.7972 1.3591 -0.2768
H -1.61963 1.28185 2.04462 -1.2788 0.2215 -0.9307
H -1.26784 1.20036 3.93180 -0.7727 -0.4746 1.2933
Br 3.81719 -0.10030 2.72718 -0.0729 0.1364 -0.4954
C 4.18724 0.73834 0.99431 0.1351 0.3866 -0.0591
C 5.71009 0.84632 0.94227 -0.9418 -0.3234 -0.5335
Br 6.26450 1.67409 -0.77099 -0.0037 0.0667 0.3872
H 3.66322 1.69143 0.95129 0.2539 0.1364 0.5080
H 3.71101 0.20980 0.17079 0.2533 -0.6750 0.3295
H 6.14465 -0.14610 0.90283 0.1242 0.0391 0.1375
H 6.08689 1.41817 1.78195 0.2105 0.1590 -0.1971
C -2.41656 2.74111 -1.97067 -1.8702 0.3691 -0.1832
C -2.15094 1.82891 -0.79448 0.7906 1.1906 1.4251
C -2.84114 0.46614 -0.81711 0.6333 -0.0276 -0.7924
O -2.51734 -0.32171 0.33241 -0.0317 0.6023 -0.9094
C -3.20592 -1.56306 0.25232 0.0916 -0.4060 -0.3485
N -0.71507 1.78924 -0.43826 0.1959 -1.2263 -1.2857
H -3.51118 2.87037 -1.95737 -0.0229 -0.2102 -0.6366
H -2.09477 2.44147 -2.96766 0.0967 -0.4086 0.1468
H -2.11998 3.78345 -1.83274 0.6468 -0.2220 0.3943
H -2.64545 2.29055 0.06804 0.3469 0.2937 0.0833
H -2.56685 -0.05095 -1.74453 0.0280 -0.3993 0.1365
H -3.92033 0.64239 -0.82025 -0.0898 0.0327 -0.0750
H -3.04367 -2.10968 1.17520 0.1065 0.1070 0.0591
H -2.84981 -2.15377 -0.59527 0.3422 -0.0076 0.0684
H -4.27388 -1.39864 0.07486 -0.0898 0.2130 0.2819
H -0.28247 2.70233 -0.33814 -0.6592 0.1634 1.0187
H -0.14389 1.49974 -1.24175 -0.4286 -0.7389 -0.0557
```
Forces are in eV/Å.

Properties
Charge: -2
Relative energy (zero: lowest compared OMol25 entry of this formula, charge and spin) (kcal per mole): 0.0
Gap between HOMO and LUMO (eV): 3.41
Multiplicity: 1

=====

Record 6
Formula: C8H23CaNO12S2
Source: OMol25
Level of theory: ωB97M-V with the def2-TZVPD basis set

The geometry in XYZ format:
```
47
Properties=species:S:1:pos:R:3:forces:R:3
Ca -0.22062 0.31478 0.17348 -1.4579 1.2673 0.3530
S 1.24192 2.30768 2.69621 -3.5716 1.5970 1.4320
O 0.04807 3.00960 3.14493 1.1071 -0.2140 0.1139
O 1.78399 1.38707 3.66394 0.8838 -2.1628 2.5768
O 0.96287 1.56637 1.51093 0.2909 -0.9470 -2.7864
O 2.38236 3.18325 2.61152 2.1073 1.9597 -0.8766
S -3.21375 1.87539 1.15027 -4.3005 4.1725 3.5169
O -2.18170 0.86299 1.00536 2.3374 -2.9033 -0.5058
O -3.34878 2.65899 -0.06100 1.5640 0.9394 -3.8259
O -4.55330 1.32840 1.36954 -0.0179 -1.8737 0.4341
O -2.88863 2.82985 2.22843 0.6915 -1.0748 0.0292
C -0.12151 3.23632 -1.75749 -0.6511 -1.8157 0.3068
O -0.87996 2.27374 -1.02723 1.9496 -0.5520 -0.2534
H 0.82636 2.70219 -1.82342 0.4578 0.5878 -0.3451
H -0.58532 3.24617 -2.74384 0.2866 0.8505 -0.2738
H 0.01712 4.20491 -1.27716 -0.3062 -0.0512 -0.0215
H -1.76666 2.49313 -0.73189 -2.1161 1.1746 0.5930
C -1.89697 -2.80392 -0.39931 -0.3839 -1.3970 0.6440
O -1.42251 -1.59151 -0.84345 1.1222 0.9778 -0.8899
H -2.71782 -2.59434 0.28653 -0.3587 -0.6412 -0.1351
H -2.10549 -3.45889 -1.24525 -0.7901 0.0101 -0.0559
H -1.14193 -3.38779 0.12712 0.3099 0.5536 0.3080
H -2.04813 -1.25947 -1.49148 -0.1291 0.3051 0.0832
C -0.29850 0.22948 -3.34466 -1.5223 0.9370 -0.4434
O 0.34370 0.05512 -2.08739 -0.2243 -0.2718 -1.6061
C 1.45305 -0.73961 -2.30234 2.3476 -1.0915 -0.7380
C 2.57722 -0.46643 -1.32246 -1.4500 0.0580 -0.0425
N 2.09258 -0.63084 0.07015 1.4432 0.0270 -1.2454
C 2.05335 -2.01240 0.53519 -0.5241 0.3309 0.7011
C 1.29962 -2.03373 1.86933 -1.3224 0.2565 -0.2795
O -0.05232 -1.46812 1.64252 2.1983 -1.9377 0.2472
C -0.78284 -1.39793 2.84405 -1.1632 0.5306 0.7206
H -0.77330 -0.63121 -3.81570 0.5653 -0.9509 0.4813
H 0.36041 0.65719 -4.10031 0.2870 0.1228 0.2334
H -1.17213 0.87489 -3.25341 0.3516 0.4569 0.5868
H 1.88898 -0.54095 -3.28142 0.0411 0.4491 -0.3026
H 1.31606 -1.81651 -2.40046 -1.0442 -0.3139 0.5141
H 2.82869 0.57657 -1.51488 0.3351 0.0778 0.5526
H 3.41985 -1.10729 -1.58201 0.2251 -0.0969 0.0312
H 2.86081 -0.21783 0.57942 -0.4783 0.6073 0.8007
H 3.07153 -2.39177 0.62173 0.0341 -0.4160 0.2276
H 1.49085 -2.66126 -0.13613 0.0113 0.1340 -0.2677
H 1.70435 -1.46343 2.70541 0.5602 0.1464 -0.2416
H 1.17838 -3.07122 2.18080 -0.0521 -0.1195 0.1430
H -0.72040 -2.19917 3.58041 0.7612 -0.8115 -0.5018
H -1.82854 -1.41270 2.53683 -0.0042 0.7392 0.2063
H -0.48114 -0.51566 3.40858 -0.4012 0.3733 -0.1988
```
Forces are in eV/Å.

Properties
Charge: -1
Gap between HOMO and LUMO (spin up / spin down) (eV): 4.75 / 3.74
Expectation value of S²: 0.762
Multiplicity: 2

=====

Number 1: energy -36284.607 eV. Number 2: energy -79392.308 eV. Number 3: energy -21914.328 eV. Number 4: energy -18011.293 eV. Number 5: energy -186841.548 eV. Number 6: energy -74839.248 eV.